No. 1
A 6-piece molecular cluster, C40H94ClN5O2 overall in a non-equilibrium geometry. Source: OMol25; level of theory: ωB97M-V/def2-TZVPD.

Each line ends with the Mulliken charge.
Positions of all 142 atoms, in Å:
O: 3.49 27.29 -14.09  -0.221
H: 14.40 20.66 -7.66  0.329
H: 14.18 26.17 -11.74  0.335
H: 9.45 26.11 -7.59  0.125
C: 6.42 21.75 -12.27  0.315
N: 6.36 20.49 -11.32  0.358
H: 6.35 32.09 -6.59  0.414
H: 9.97 25.84 -5.88  0.583
H: 7.66 22.89 -13.68  0.585
H: 12.40 23.69 -7.13  0.521
H: 5.36 15.40 -11.73  0.330
H: 6.13 19.39 -13.04  0.324
H: 15.65 21.87 -8.07  0.364
H: 11.91 29.01 -10.26  0.238
C: 3.98 24.46 -12.45  -0.962
H: 2.83 26.60 -11.27  0.565
H: 8.18 31.92 -8.76  0.307
H: 13.13 26.64 -13.22  0.471
H: 10.62 26.54 -13.21  0.375
H: 13.29 28.38 -9.43  0.496
H: 7.04 30.32 -5.39  0.475
H: 9.91 26.23 -11.77  0.291
H: 8.78 28.98 -5.08  0.516
H: 4.89 21.92 -9.15  0.289
H: 8.62 28.22 -8.68  0.200
C: 2.96 27.82 -15.25  -0.761
H: 4.83 19.34 -10.31  0.393
H: 2.04 27.91 -12.77  0.522
H: 15.57 25.31 -5.17  0.466
H: 13.86 25.21 -5.27  0.110
H: 5.14 27.52 -9.37  0.710
H: 3.59 28.11 -10.87  0.350
H: 10.08 20.98 -8.69  0.419
C: 6.08 27.74 -12.05  -1.019
C: 8.82 28.38 -5.99  -0.976
H: 14.47 28.30 -11.26  0.343
H: 7.03 27.22 -12.13  0.375
H: 8.15 27.54 -5.81  0.552
C: 15.03 21.46 -7.28  -0.896
H: 1.88 27.85 -15.10  0.329
H: 6.09 15.86 -10.24  0.366
O: 5.37 17.40 -11.57  -0.305
H: 9.51 30.85 -6.30  0.477
H: 12.06 24.29 -13.72  0.253
C: 4.84 20.29 -10.83  -0.424
H: 6.15 24.95 -12.08  0.496
H: 13.95 21.40 -4.81  0.416
C: 7.79 22.20 -12.84  -1.503
C: 5.22 25.45 -12.34  -0.522
Cl: 8.51 24.51 -9.89  -0.840
H: 14.70 24.61 -7.64  0.225
H: 9.71 30.28 -8.03  0.134
C: 7.21 20.73 -10.01  -1.250
H: 15.63 21.10 -6.45  0.374
N: 8.11 29.33 -6.96  -0.041
H: 8.40 21.48 -13.37  0.564
H: 4.37 16.00 -10.46  0.287
H: 6.86 27.89 -8.06  0.519
H: 11.09 22.05 -13.70  0.415
H: 5.58 21.62 -12.94  0.563
H: 5.80 28.18 -13.01  0.312
H: 3.34 21.10 -9.45  0.486
C: 6.73 17.92 -11.68  -0.973
H: 11.08 21.99 -12.05  0.095
H: 4.95 25.37 -8.11  0.523
C: 10.79 26.75 -12.16  -1.199
C: 10.33 27.82 -6.47  -0.079
H: 11.21 24.38 -10.72  -0.056
C: 14.76 23.45 -4.45  -0.660
H: 3.42 28.80 -15.38  0.298
H: 6.99 20.00 -9.24  0.377
C: 8.16 31.75 -7.69  -0.725
C: 14.77 24.64 -5.45  -0.493
H: 3.55 28.98 -12.86  0.479
H: 4.32 20.13 -11.78  0.522
H: 12.77 26.12 -9.55  -0.028
H: 12.95 23.13 -8.57  0.476
H: 12.90 24.38 -11.29  0.280
C: 5.32 16.17 -10.96  -0.866
C: 3.12 27.98 -12.90  -1.102
H: 5.36 25.83 -13.35  0.488
H: 12.65 22.12 -12.79  0.451
C: 4.86 25.29 -9.19  -1.373
H: 11.17 27.93 -5.77  0.502
H: 5.95 29.42 -6.64  0.331
H: 15.81 23.19 -4.38  0.310
H: 6.16 31.26 -8.16  0.265
C: 6.80 30.06 -6.43  -0.392
H: 14.38 23.66 -3.45  0.391
H: 8.45 32.70 -7.24  0.355
H: 6.04 22.50 -11.58  -0.422
H: 11.32 21.46 -6.66  0.366
H: 5.38 24.43 -9.61  0.058
H: 8.32 22.71 -12.04  0.127
H: 11.14 26.54 -9.57  0.129
H: 11.20 25.97 -7.11  -0.084
C: 11.88 24.68 -11.53  -0.205
C: 7.68 28.58 -8.25  -1.316
C: 12.07 26.76 -10.08  0.073
H: 3.78 24.01 -11.48  0.063
H: 3.84 25.17 -9.57  0.384
H: 13.08 28.83 -12.24  0.291
H: 6.47 26.56 -9.99  -0.098
H: 4.16 23.57 -13.06  0.426
C: 3.60 27.30 -11.60  -0.730
C: 11.50 24.02 -12.82  -0.279
C: 13.43 28.11 -11.49  -0.778
N: 12.01 26.16 -11.57  0.677
C: 10.20 26.32 -6.82  -0.697
N: 5.04 26.72 -11.49  0.647
H: 10.60 28.34 -7.39  -0.118
H: 7.39 17.87 -10.82  0.412
C: 12.84 22.78 -7.54  -1.418
C: 13.87 22.41 -5.21  -0.575
H: 12.81 22.62 -5.14  0.275
H: 4.06 22.26 -10.58  0.070
H: 7.04 21.77 -9.72  0.265
N: 14.20 22.62 -6.76  0.692
C: 13.34 26.73 -12.16  -0.583
C: 11.63 22.48 -12.85  -1.388
H: 10.33 22.66 -8.41  0.187
H: 11.31 21.91 -9.67  0.188
H: 3.05 24.91 -12.79  0.319
C: 10.86 21.74 -8.68  -0.967
H: 10.47 24.28 -13.07  0.295
H: 6.19 28.67 -11.49  0.346
H: 8.29 20.76 -10.18  0.510
H: 16.01 23.67 -6.81  0.453
C: 11.90 21.60 -7.57  -0.180
C: 6.83 19.32 -12.21  -0.282
C: 14.95 23.94 -6.82  -0.610
H: 7.34 29.40 -8.88  0.544
C: 6.76 31.34 -7.26  -0.606
H: 3.06 27.19 -16.13  0.260
H: 10.82 27.84 -12.11  0.468
C: 4.28 21.43 -9.91  -1.051
H: 12.46 20.69 -7.78  0.232
C: 9.02 30.59 -7.24  -0.237
H: 7.87 19.55 -12.44  0.309
C: 5.39 26.62 -9.92  -0.172
C: 12.63 28.19 -10.27  -0.528
H: 7.21 17.30 -12.43  0.516

Output
ΔE to the lowest compared entry with this formula, charge and spin, kJ/mol: 361.95
DFT total energy, eV: -67033.763
HOMO level, Ha: -0.6190
Frontier orbital gap, eV: 9.03
Total charge: +4
LUMO, eV: -7.81



No. 2
C7H7N as an isolated structure in a non-equilibrium geometry. Source: OMol25; level of theory: ωB97M-V/def2-TZVPD.

Each line ends with the natural charge from an NBO analysis.
Positions of all 15 atoms, in Å:
C: -0.06 0.49 0.07  -0.009
C: -1.26 0.21 0.04  -0.005
H: 1.87 1.52 -0.03  0.232
C: 1.09 1.06 0.73  -0.463
C: 0.47 -0.24 -1.67  0.314
H: 1.77 -0.89 1.23  0.218
H: -2.39 -1.57 -2.47  0.213
C: -2.16 -0.61 -0.67  -0.277
H: 0.97 -0.20 2.42  0.212
H: -3.19 -0.61 -0.48  0.238
C: -1.72 -1.09 -1.82  -0.006
N: -0.49 -0.71 -2.25  -0.524
C: 1.69 0.08 1.70  -0.599
H: 0.82 2.02 1.16  0.236
H: 2.59 0.54 2.05  0.218

Output
ΔE to the lowest compared entry with this formula, charge and spin, kJ/mol: 403.54
DFT total energy, eV: -8857.442
HOMO level, Ha: -0.3375
Frontier orbital gap, eV: 9.38
LUMO, eV: 0.20



No. 3
An isolated ion of composition C4H8I2NO and charge +1 in a non-equilibrium geometry. Source: OMol25; level of theory: ωB97M-V/def2-TZVPD.

Each line ends with the natural charge from an NBO analysis.
Positions of all 16 atoms, in Å:
H: 1.12 1.65 0.06  0.225
C: -2.12 0.29 -0.25  0.440
H: -0.60 0.78 1.23  0.261
H: 0.43 0.14 -1.59  0.240
C: 1.72 0.76 -0.04  -0.643
O: -2.67 -0.53 -0.83  -0.476
C: -1.05 -0.07 0.76  -0.370
H: -0.62 -1.61 -0.48  0.454
H: 2.03 0.48 0.96  0.227
C: 0.92 -0.30 -0.74  -0.244
H: 1.59 -1.04 -1.15  0.237
H: -1.56 -0.62 1.53  0.264
I: -2.55 2.36 -0.54  0.142
H: 2.61 1.00 -0.58  0.262
I: 0.82 -2.29 1.52  0.480
N: -0.07 -0.99 0.13  -0.498

Output
ΔE to the lowest compared entry with this formula, charge and spin, kJ/mol: 0.00
DFT total energy, eV: -24008.586
HOMO level, Ha: -0.4976
Frontier orbital gap, eV: 7.69
Total charge: +1
LUMO, eV: -5.85
Structure (SMILES): CC[N@@H+](I)CC(=O)I



No. 4
A 4-piece molecular cluster, C9H20NO12S2 overall in a non-equilibrium geometry. Source: OMol25; level of theory: ωB97M-V/def2-TZVPD.

Each line ends with the natural charge from an NBO analysis.
Positions of all 44 atoms, in Å:
H: 3.28 -3.94 0.19  0.225
O: 2.22 -0.19 -2.08  -0.583
C: -2.71 0.29 2.07  -0.072
H: 0.60 5.94 -4.57  0.224
O: 0.66 5.24 0.27  -0.939
H: 1.70 2.56 -1.19  0.279
O: -1.09 0.01 5.06  -0.603
C: -1.15 -3.19 1.17  -0.965
H: 1.01 -4.32 -0.28  0.196
C: -1.40 1.25 1.87  -0.105
C: -0.10 5.04 -4.50  -0.637
H: 0.47 4.25 -4.84  0.218
H: 1.04 2.36 0.34  0.290
H: -1.82 2.27 1.41  0.243
O: -0.88 1.14 3.17  -0.458
H: -1.03 3.64 -3.12  0.207
C: 2.88 -4.92 0.11  -0.611
H: 0.87 -5.92 0.11  0.175
N: 1.43 -1.15 -1.65  0.700
O: -1.17 -5.54 2.04  -0.961
S: 0.27 4.20 -0.69  2.335
C: 1.43 3.09 -0.31  -0.937
H: -0.91 5.30 -5.19  0.223
H: -1.11 -3.68 -0.02  0.256
O: 1.10 -4.59 1.77  -0.696
H: -1.38 5.19 -2.76  0.185
O: 0.75 -0.98 -0.56  -0.607
O: -1.12 3.61 -0.46  -0.949
H: -3.11 -0.40 1.38  0.193
H: 3.11 -5.15 -0.90  0.211
S: -0.48 -4.35 2.23  2.433
H: 3.39 -5.72 0.74  0.193
H: -0.72 0.74 1.34  0.204
H: 2.35 3.62 -0.12  0.268
O: 0.47 4.75 -2.19  -0.704
H: -0.55 -2.28 1.09  0.290
C: -0.60 4.61 -3.17  -0.064
C: 1.31 -4.97 0.41  -0.084
O: -0.39 -3.78 3.49  -0.930
H: -2.18 -2.97 1.24  0.260
H: -3.65 1.02 2.13  0.121
C: -1.48 0.35 3.92  0.973
O: 1.31 -2.23 -2.20  -0.498
O: -2.63 -0.17 3.27  -0.499

Output
ΔE to the lowest compared entry with this formula, charge and spin, kJ/mol: 21.46
DFT total energy, eV: -57381.239
HOMO level, Ha: -0.2048
Frontier orbital gap, eV: 7.98
Total charge: -1
LUMO, eV: 2.41